This record from the Open Molecules 2025 dataset describes 2 unconnected molecules or ions with the total composition C3H11NOS at a distorted geometry. The level of theory is wB97M-V/def2-TZVPD.

The energy relative to the best compared isomer or geometry (same formula, charge and spin) comes out at 20.0 kcal per mole. As for the HOMO-LUMO gap: 9.6 eV. Its SMILES is NCCCS.O. The calculation puts the total energy at -649.050140 Ha. The strongest force on any atom is 2.700 eV/Å. For the HOMO energy, the calculation gives -9.1 eV.

Structure (ORCA input):
```
! RIJCOSX wB97M-V def2-TZVPD def2/J DEFGRID3
* xyz 0 1
N 1.788 -0.621 1.314
C 0.569 0.183 0.931
C -0.692 -0.459 0.407
C -1.829 0.620 0.175
S -3.382 -0.173 -0.332
H 2.609 -0.040 1.189
H 1.867 -1.320 0.576
H 0.406 0.750 1.849
H 0.903 0.949 0.236
H -0.359 -0.951 -0.520
H -1.080 -1.275 1.027
H -1.496 1.307 -0.596
H -1.791 1.113 1.136
H -2.809 -1.265 -0.917
O 1.752 0.108 -1.902
H 2.182 0.094 -2.761
H 1.361 0.979 -1.809
*
```